# 1
ORCA calculation (ωB97M-V with the def2-TZVPD basis set) on the molecule C6H10O.

Calculated values
Energy above the lowest of the compared OMol25 structures with the same formula, charge and spin   103.9 kJ/mol
Kohn-Sham gap   0.3670 hartree
SMILES   C=CCOC(=C)C
LUMO energy   1.10 eV

The geometry in XYZ format:
```
17
Properties=species:S:1:pos:R:3:nbo_charge:R:1
C 3.248 0.555 -0.269 -0.38
C 2.215 -0.201 0.048 -0.19
C 0.861 0.327 0.408 -0.11
O -0.111 -0.473 -0.232 -0.51
C -1.427 -0.190 -0.016 0.35
C -1.905 0.778 0.756 -0.56
C -2.294 -1.143 -0.785 -0.65
H 3.179 1.630 -0.298 0.19
H 4.209 0.131 -0.503 0.20
H 2.291 -1.279 0.067 0.21
H 0.757 1.377 0.102 0.18
H 0.725 0.270 1.501 0.18
H -1.286 1.462 1.307 0.20
H -2.965 0.912 0.856 0.21
H -2.063 -1.072 -1.847 0.22
H -2.089 -2.164 -0.469 0.22
H -3.343 -0.919 -0.627 0.22
```

***

# 2
ORCA calculation (ωB97M-V with the def2-TZVPD basis set) on a cluster of 4 separate species, C9H16N2O6 in total.

Calculated values
Energy above the lowest of the compared OMol25 structures with the same formula, charge and spin   1133.1 kJ/mol
Kohn-Sham gap   0.3498 hartree
LUMO energy   -0.08 eV

The geometry in XYZ format:
```
33
Properties=species:S:1:pos:R:3:nbo_charge:R:1
C -1.656 -1.981 0.673 -0.15
C -0.199 -1.282 0.224 0.70
C -2.493 -2.313 -0.569 0.01
C -3.292 -1.086 -1.204 -0.68
C 1.306 0.334 0.151 -0.20
C 2.703 -0.219 0.088 0.79
C 1.456 1.637 0.854 -0.39
C 2.095 2.741 -0.147 -0.56
C 1.276 3.105 -1.395 0.82
H -2.595 -1.745 2.472 0.36
H -2.568 -0.411 1.536 0.37
H -1.353 -2.873 1.187 0.22
H -3.361 -3.177 -0.383 0.22
H -0.557 -2.854 -1.485 0.53
H -2.671 0.318 -1.254 0.25
H -4.642 -1.046 -0.276 0.21
H -3.386 -1.848 -2.501 0.29
H 0.082 -0.208 1.958 0.46
H 1.050 0.595 -0.885 0.31
H 0.508 1.856 1.280 0.22
H 2.235 1.628 1.678 0.21
H 2.218 3.741 0.451 0.23
H 3.095 2.320 -0.341 0.28
H 2.854 4.390 -1.126 0.50
H 2.219 -1.154 1.810 0.50
N -2.122 -1.227 1.901 -0.84
N 0.441 -0.453 1.005 -0.66
O 0.180 -1.469 -0.983 -0.66
O -1.578 -3.183 -1.357 -0.79
O 3.535 0.042 -0.926 -0.61
O 0.183 2.574 -1.717 -0.55
O 1.987 4.370 -1.769 -0.71
O 3.049 -1.121 1.048 -0.65
```

***

# 3
ORCA calculation (ωB97M-V with the def2-TZVPD basis set) on the molecule C2H4O2.

Calculated values
Energy above the lowest of the compared OMol25 structures with the same formula, charge and spin   160.8 kJ/mol
Kohn-Sham gap   0.4022 hartree
SMILES   O=CCO
LUMO energy   0.72 eV

The geometry in XYZ format:
```
8
Properties=species:S:1:pos:R:3:nbo_charge:R:1
O -0.911 -1.485 0.396 -0.52
C -0.392 -0.454 0.773 0.43
C 0.380 0.483 -0.163 -0.17
O -0.074 0.233 -1.448 -0.70
H -0.338 0.082 1.717 0.12
H 1.460 0.259 -0.001 0.18
H 0.274 1.563 0.085 0.19
H -0.398 -0.680 -1.358 0.48
```

***

# 4
ORCA calculation (ωB97M-V with the def2-TZVPD basis set) on a structure of composition C13H26MnN12OS.

Calculated values
Energy above the lowest of the compared OMol25 structures with the same formula, charge and spin   0.0 kJ/mol
Kohn-Sham gap (alpha / beta)   0.2926 / 0.2936 hartree
LUMO energy (alpha / beta)   0.07 / 0.07 eV
Spin multiplicity   6

The geometry in XYZ format:
```
54
Properties=species:S:1:pos:R:3:nbo_charge:R:1
Mn -0.441 -0.227 -1.990 1.50
N -3.826 0.437 -2.422 -0.60
C -2.917 1.320 -2.981 0.45
N -3.272 2.362 -3.698 -0.38
N -2.097 2.968 -4.007 -0.08
N -1.106 2.328 -3.502 -0.13
N -1.598 1.250 -2.824 -0.62
C -3.502 -0.783 -1.877 0.45
N -4.392 -1.726 -1.611 -0.37
N -3.667 -2.734 -1.093 -0.07
N -2.418 -2.417 -1.040 -0.19
N -2.274 -1.154 -1.528 -0.59
H -4.791 0.576 -2.671 0.43
C 0.999 -3.477 -4.659 -0.71
C 0.239 -2.919 -3.491 0.71
N -0.512 -3.749 -2.783 -0.78
O 0.342 -1.712 -3.202 -0.77
H 1.780 -4.148 -4.301 0.24
H 1.452 -2.662 -5.214 0.25
H 0.335 -4.042 -5.314 0.24
H -0.627 -4.702 -3.081 0.40
H -1.103 -3.399 -2.025 0.44
C -1.974 -1.263 3.725 -0.60
C -1.628 0.043 3.016 -0.40
C -1.617 -0.106 1.500 -0.42
C -1.454 1.211 0.759 -0.21
N -0.194 1.908 1.047 -0.57
C 1.025 1.617 0.582 0.38
S 1.366 0.383 -0.548 -0.36
N 2.029 2.343 1.079 -0.57
C 3.435 2.268 0.679 -0.22
C 4.234 1.155 1.345 -0.41
C 4.479 1.311 2.846 -0.40
C 3.244 1.156 3.734 -0.60
H -1.973 -1.144 4.809 0.21
H -1.253 -2.044 3.472 0.21
H -2.963 -1.615 3.425 0.21
H -0.646 0.387 3.358 0.19
H -2.350 0.818 3.301 0.19
H -2.550 -0.564 1.160 0.23
H -0.812 -0.782 1.198 0.21
H -2.248 1.906 1.032 0.22
H -1.539 1.065 -0.308 0.22
H -0.237 2.598 1.780 0.39
H 1.782 3.072 1.728 0.39
H 3.873 3.234 0.934 0.21
H 3.472 2.161 -0.403 0.23
H 5.200 1.134 0.833 0.22
H 3.752 0.194 1.142 0.22
H 4.957 2.277 3.042 0.19
H 5.208 0.550 3.138 0.21
H 2.549 1.991 3.633 0.18
H 3.530 1.103 4.786 0.22
H 2.700 0.240 3.489 0.21
```

***

# 5
ORCA calculation (ωB97M-V with the def2-TZVPD basis set) on a structure of composition C39H37BiN4PS2.

Calculated values
Energy above the lowest of the compared OMol25 structures with the same formula, charge and spin   31.5 kJ/mol
Kohn-Sham gap   0.2271 hartree
Charge   +3
LUMO energy   -8.82 eV

The geometry in XYZ format:
```
84
Properties=species:S:1:pos:R:3:nbo_charge:R:1
Bi -0.036 0.184 -0.705 1.79
C 0.473 -1.506 -5.296 -0.65
C 0.808 -0.300 -4.462 -0.01
C 1.966 -0.273 -3.677 -0.25
C 2.339 0.877 -2.989 -0.21
C 1.524 2.005 -3.021 -0.25
C 0.379 2.002 -3.811 -0.23
C 0.037 0.863 -4.534 -0.20
H 1.040 -1.483 -6.229 0.27
H -0.582 -1.531 -5.566 0.23
H 0.737 -2.435 -4.790 0.22
H 2.619 -1.140 -3.672 0.23
H 3.271 0.901 -2.437 0.24
H 1.802 2.895 -2.470 0.24
H -0.226 2.897 -3.890 0.24
H -0.822 0.884 -5.197 0.23
N -2.228 0.359 -2.146 -0.90
C -3.264 1.182 -1.556 0.16
C -4.570 1.124 -1.946 -0.20
C -5.534 1.984 -1.373 -0.17
C -5.161 2.911 -0.445 -0.15
C -3.812 2.990 -0.020 -0.08
C -3.359 3.940 0.921 -0.05
C -2.041 3.964 1.290 -0.26
C -1.181 3.001 0.752 0.10
N -1.564 2.092 -0.127 -0.57
C -2.864 2.095 -0.555 0.11
H -2.646 -0.464 -2.573 0.40
H -1.770 0.867 -2.907 0.42
H -4.873 0.430 -2.722 0.24
H -6.561 1.921 -1.703 0.26
H -5.884 3.599 -0.027 0.25
H -4.064 4.646 1.342 0.25
H -1.661 4.692 1.992 0.26
H -0.144 2.964 1.072 0.21
S -4.208 0.683 3.400 0.43
C -5.122 1.231 4.733 -0.36
C -4.331 1.571 5.786 -0.23
C -2.953 1.382 5.508 -0.18
C -2.724 0.900 4.250 -0.30
C -1.436 0.595 3.627 0.02
C -1.363 0.315 2.260 0.06
N -0.230 0.051 1.620 -0.60
C 0.944 0.023 2.307 0.13
C 0.972 0.293 3.680 -0.06
C 2.234 0.253 4.376 -0.17
C 3.373 -0.058 3.729 -0.14
C 3.363 -0.375 2.322 -0.08
C 4.513 -0.757 1.619 -0.04
C 4.450 -1.097 0.279 -0.06
C 3.179 -1.024 -0.325 0.08
N 2.083 -0.649 0.309 -0.57
C 2.157 -0.324 1.622 0.18
C 5.613 -1.509 -0.499 -0.29
C 6.902 -1.665 -0.067 -0.17
C 7.787 -2.068 -1.097 -0.23
C 7.156 -2.212 -2.294 -0.35
S 5.492 -1.862 -2.183 0.43
C -0.237 0.581 4.324 -0.09
H -6.198 1.259 4.670 0.27
H -4.714 1.938 6.726 0.26
H -2.176 1.604 6.226 0.24
H -2.265 0.319 1.659 0.22
H 2.244 0.471 5.436 0.25
H 4.315 -0.093 4.260 0.25
H 5.458 -0.791 2.146 0.24
H 3.062 -1.288 -1.368 0.21
H 7.224 -1.503 0.951 0.23
H 8.842 -2.246 -0.954 0.26
H 7.582 -2.508 -3.239 0.27
H -0.225 0.782 5.388 0.25
C -1.825 -2.896 0.840 -0.96
P -0.830 -2.455 -0.599 0.94
C -1.758 -2.978 -2.060 -0.96
C 0.635 -3.511 -0.559 -0.95
H -2.056 -3.962 0.795 0.28
H -2.759 -2.333 0.852 0.26
H -1.270 -2.691 1.755 0.27
H -1.795 -4.070 -2.065 0.29
H -1.265 -2.643 -2.974 0.26
H -2.782 -2.608 -2.028 0.26
H 0.312 -4.554 -0.540 0.28
H 1.238 -3.307 0.324 0.27
H 1.240 -3.349 -1.453 0.26
```

***

# 6
ORCA calculation (ωB97M-V with the def2-TZVPD basis set) on a structure of composition C8H12Cl2OTl.

Calculated values
Energy above the lowest of the compared OMol25 structures with the same formula, charge and spin   91.2 kJ/mol
Kohn-Sham gap (alpha / beta)   0.2432 / 0.2138 hartree
Charge   -1
LUMO energy (alpha / beta)   2.73 / 2.87 eV

The geometry in XYZ format:
```
24
Properties=species:S:1:pos:R:3:lowdin_charge:R:1
Tl 2.810 -0.100 0.876 0.33
Cl 1.421 -2.201 1.037 -0.12
Cl 1.635 1.360 2.525 -0.13
C 4.753 -0.456 1.210 -0.42
H 5.262 -0.019 2.092 -0.09
H 5.353 -1.130 0.564 -0.10
C -0.819 1.290 0.134 -0.19
C 0.209 0.790 -0.479 -0.23
H -0.668 2.002 0.935 0.07
C 0.110 -0.413 -1.372 -0.25
H 1.164 1.325 -0.415 0.04
C -1.231 -0.473 -2.095 -0.21
H 0.958 -0.484 -2.061 0.11
H 0.156 -1.319 -0.728 0.01
C -2.403 -0.276 -1.138 -0.20
H -1.258 0.314 -2.858 0.11
H -1.320 -1.424 -2.615 0.10
C -2.234 0.906 -0.153 -0.20
H -3.325 -0.153 -1.719 0.10
H -2.564 -1.186 -0.550 0.11
H -2.803 1.763 -0.554 0.11
H -2.728 0.642 0.794 0.08
O -1.459 -0.565 3.777 0.03
C -1.017 -0.195 2.792 -0.04
```

***

# 7
ORCA calculation (ωB97M-V with the def2-TZVPD basis set) on the molecule C3H6O2S.

Calculated values
Energy above the lowest of the compared OMol25 structures with the same formula, charge and spin   46.8 kJ/mol
Kohn-Sham gap   0.3788 hartree
SMILES   COC(=O)SC
LUMO energy   0.79 eV

The geometry in XYZ format:
```
12
Properties=species:S:1:pos:R:3:nbo_charge:R:1
C 0.508 0.726 2.272 -0.27
O -0.118 1.193 1.032 -0.51
C -0.037 0.248 0.095 0.62
O 0.520 -0.825 0.305 -0.63
S -0.785 0.792 -1.437 0.21
C -0.549 -0.773 -2.319 -0.74
H 0.387 1.543 3.015 0.20
H 0.037 -0.225 2.507 0.21
H 1.557 0.548 2.023 0.20
H -1.385 -1.432 -2.099 0.22
H -0.528 -0.565 -3.379 0.23
H 0.391 -1.230 -2.014 0.25
```

***

# 8
ORCA calculation (ωB97M-V with the def2-TZVPD basis set) on the ion C4H9N2 with charge +1.

Calculated values
Energy above the lowest of the compared OMol25 structures with the same formula, charge and spin   321.6 kJ/mol
Kohn-Sham gap   0.3605 hartree
Charge   +1
SMILES   C[N+]#C[C@@H](C)N
LUMO energy   -4.36 eV

The geometry in XYZ format:
```
15
Properties=species:S:1:pos:R:3:nbo_charge:R:1
C 2.871 -0.384 -0.069 -0.46
N 1.581 -0.551 0.310 -0.23
C 0.410 -0.304 0.399 0.66
C -1.024 -0.347 0.483 -0.18
C -1.516 1.106 0.203 -0.59
N -1.503 -1.223 -0.460 -0.82
H 3.178 -1.407 -0.559 0.28
H 2.763 0.265 -1.065 0.27
H 3.431 0.065 0.731 0.27
H -1.349 -0.638 1.529 0.27
H -1.452 1.231 -0.823 0.22
H -0.941 1.824 0.897 0.24
H -2.474 1.281 0.600 0.25
H -1.352 -2.138 -0.206 0.40
H -1.988 -0.842 -1.325 0.43
```

***

- Among the records above, which one has the highest energy above the lowest of the compared OMol25 structures with the same formula, charge and spin?
  C9H16N2O6

***

- Number 5 is which compound?
  C39H37BiN4PS2